Computed, not measured: a structure of composition C15H25Br6Cl2FINO5S2 at a distorted geometry, with ωB97M-V/def2-TZVPD.

Structure (XYZ):
```
58
Properties=species:S:1:pos:R:3
C 2.515 1.202 -3.975
C 2.533 2.122 -2.650
F 3.967 2.612 -2.591
C 2.162 1.577 -1.209
Cl 3.790 1.295 -0.285
C 1.438 2.824 -0.359
S 2.445 4.447 -0.441
O 0.102 3.175 -0.864
S -1.005 1.936 -0.349
O -1.061 1.845 1.190
O -2.484 2.250 -0.803
C -0.328 0.359 -1.192
N -0.508 0.668 -2.694
C -1.231 -0.966 -0.927
C -1.800 -1.206 0.580
C -2.004 -2.821 0.956
O -2.212 -3.166 2.251
O -2.019 -3.911 -0.032
C 1.287 0.235 -0.975
Cl 1.498 -0.162 0.873
I 2.178 -1.624 -1.834
H 2.941 1.875 -4.867
H 1.492 0.803 -4.357
H 3.346 0.354 -3.847
H 1.856 3.076 -2.895
H 1.381 2.627 0.793
H 1.803 5.202 -1.443
H -1.028 1.555 -2.840
H -0.911 -0.144 -3.203
H -0.777 -1.987 -1.286
H -2.210 -0.827 -1.601
H -1.194 -0.740 1.456
H -2.900 -0.747 0.644
H -1.075 -4.134 -0.353
Br 0.492 -5.489 -5.415
C -0.209 -5.264 -3.609
C -1.342 -4.265 -3.583
Br -0.674 -2.436 -3.699
H 0.633 -4.983 -2.972
H -0.564 -6.257 -3.317
H -1.875 -4.313 -2.629
H -2.057 -4.396 -4.400
Br 0.830 -2.795 3.995
C 2.490 -2.639 5.007
C 2.817 -1.194 5.303
Br 3.533 -0.296 3.727
H 3.264 -3.152 4.431
H 2.309 -3.191 5.935
H 3.609 -1.125 6.054
H 1.953 -0.613 5.637
Br -1.800 5.515 2.908
C -2.784 3.854 3.188
C -4.141 4.118 3.799
Br -3.992 4.512 5.703
H -2.151 3.206 3.799
H -2.890 3.415 2.190
H -4.770 3.225 3.741
H -4.668 4.959 3.339
```

- E_LUMO (Ha) = -0.042
- HOMO (eV) = -9.7
- frontier orbital gap (eV) = 8.581
- M (g mol⁻¹) = 1059.733

Computed, not measured: a structure of composition C15H25ClN2O10P2Pt at a distorted geometry, with ωB97M-V/def2-TZVPD.

Structure (XYZ):
```
56
Properties=species:S:1:pos:R:3
Pt 1.322 -0.328 -1.404
N 2.754 -4.847 -0.170
C 2.158 -3.516 -0.530
C 0.741 -3.584 -0.172
P 2.369 -3.388 -2.306
O 1.129 -4.306 -2.766
O 3.703 -3.987 -2.561
O 2.097 -1.901 -2.590
P 3.079 -2.255 0.520
O 4.465 -1.843 -0.144
O 3.326 -2.948 1.852
O 2.108 -0.985 0.525
H 2.023 -5.571 -0.195
H 3.143 -4.787 0.788
H 3.448 -5.118 -0.918
H 0.312 -4.503 -0.558
H 0.140 -2.733 -0.548
H 0.547 -3.578 0.928
H 1.035 -4.620 -3.679
H 4.674 -2.206 -1.016
C -3.726 2.692 1.770
C -3.319 1.823 2.915
C -4.244 1.054 3.635
C -3.853 0.164 4.629
Cl -4.767 -1.098 5.325
C -2.522 0.148 5.058
C -1.586 0.875 4.345
C -1.985 1.719 3.284
O -1.055 2.293 2.463
C -0.067 1.473 1.838
C -0.519 1.112 0.415
O 0.501 1.173 -0.372
O -1.730 0.865 0.145
H -4.448 2.237 1.106
H -2.894 2.898 1.068
H -4.246 3.599 2.021
H -5.299 1.187 3.414
H -2.212 -0.473 5.936
H -0.528 0.761 4.549
H 0.060 0.498 2.363
H 0.944 1.925 1.878
C 0.081 4.190 -2.555
N 0.595 2.800 -2.871
C 2.095 2.734 -2.885
C -0.084 1.692 -2.984
C -1.572 1.673 -3.079
O 0.490 0.533 -3.151
H 0.913 4.817 -2.230
H -0.646 4.095 -1.716
H -0.475 4.606 -3.405
H 2.325 1.990 -3.646
H 2.490 2.398 -1.942
H 2.500 3.667 -3.148
H -2.008 2.682 -3.219
H -1.949 1.224 -2.139
H -1.832 0.978 -3.871
```

- E_LUMO (alpha / beta) (Ha) = 0.000 / -0.058
- HOMO (alpha / beta) (eV) = -7.3 / -8.0
- spin multiplicity = 3
- frontier orbital gap (alpha / beta) (eV) = 7.329 / 6.388
- M (g mol⁻¹) = 685.848

Computed, not measured: a cluster of 2 separate species, C15H25F6N4O5P2S in total at a distorted geometry, with ωB97M-V/def2-TZVPD.

Structure (XYZ):
```
58
Properties=species:S:1:pos:R:3
C -3.525 -0.405 1.223
P -1.656 -0.781 0.821
O -1.442 -0.606 -0.897
P -0.559 0.701 1.981
F -1.718 1.614 2.944
O 0.403 -0.218 3.159
N -0.445 -0.471 4.174
O -0.004 0.225 5.106
S 0.834 1.890 0.877
O 1.450 2.917 1.905
O 2.062 1.061 0.344
C 0.103 2.921 -0.503
F 1.268 3.641 -1.143
F -0.539 2.155 -1.596
C -0.937 4.095 -0.027
F -0.218 5.300 0.530
F -2.043 3.643 0.845
F -1.592 4.602 -1.291
H -3.801 0.721 1.062
H -4.130 -1.057 0.433
H -3.786 -0.833 2.280
H -2.137 0.057 -1.245
C -1.295 -4.082 -4.596
C 0.105 -3.490 -4.472
C 0.561 -3.339 -3.019
C -0.385 -2.409 -2.278
N -1.170 -1.637 -1.663
H -2.049 -3.436 -4.136
H -1.566 -4.198 -5.650
H -1.348 -5.068 -4.120
H 0.122 -2.513 -4.970
H 0.813 -4.135 -5.004
H 1.574 -2.924 -2.984
H 0.575 -4.313 -2.517
C -2.550 -6.221 0.451
C -1.087 -6.095 0.864
C -0.881 -5.139 2.040
C -1.358 -3.747 1.660
N -1.755 -2.592 1.344
H -2.956 -5.265 0.103
H -2.653 -6.935 -0.372
H -3.165 -6.573 1.287
H -0.503 -5.755 0.000
H -0.709 -7.086 1.138
H 0.181 -5.094 2.306
H -1.437 -5.483 2.918
C 4.209 5.032 0.937
C 3.047 6.009 0.790
C 3.503 7.429 0.446
C 4.399 7.962 1.552
N 5.142 8.405 2.470
H 4.874 5.315 1.760
H 3.835 4.027 1.154
H 4.801 4.985 0.016
H 2.472 6.020 1.724
H 2.376 5.648 0.003
H 2.635 8.087 0.338
H 4.055 7.437 -0.500
```

- total charge = +1
- E_LUMO (Ha) = -0.192
- HOMO (eV) = -10.0
- frontier orbital gap (eV) = 4.750
- M (g mol⁻¹) = 549.391

Computed, not measured: the molecule C15H25N3, with ωB97M-V/def2-TZVPD.

Structure (XYZ):
```
43
Properties=species:S:1:pos:R:3
C -2.720 -0.943 -0.481
H -2.699 -1.862 0.099
H -3.740 -0.571 -0.515
H -2.406 -1.163 -1.496
C -1.810 0.120 0.158
N -1.950 1.358 -0.600
H -2.227 2.127 -0.004
C -0.896 1.784 -1.507
C -0.274 0.548 -2.164
H -1.050 0.078 -2.769
H 0.527 0.857 -2.836
C 0.301 -0.490 -1.184
N 1.749 -0.353 -1.174
H 2.014 0.529 -0.750
C 2.507 -1.443 -0.590
C 2.411 -1.571 0.911
C 1.885 -2.699 1.528
C 1.783 -2.734 2.908
C 2.210 -1.629 3.627
N 2.722 -0.551 3.057
C 2.822 -0.531 1.742
H 3.257 0.370 1.324
H 2.145 -1.600 4.707
H 1.379 -3.598 3.414
H 1.557 -3.539 0.930
H 2.172 -2.371 -1.062
H 3.557 -1.281 -0.865
C -0.359 -0.384 0.204
H -0.344 -1.358 0.697
H 0.226 0.295 0.830
H 0.103 -1.489 -1.592
C 0.166 2.668 -0.826
H 0.614 2.180 0.035
H 0.954 2.921 -1.531
H -0.294 3.594 -0.481
C -1.572 2.626 -2.601
H -2.350 2.044 -3.088
H -0.846 2.940 -3.346
H -2.031 3.510 -2.166
C -2.285 0.359 1.596
H -2.219 -0.558 2.178
H -3.319 0.695 1.597
H -1.671 1.116 2.082
```

- structure (SMILES) = CC1(C)CC(NCc2cccnc2)CC(C)(C)N1
- energy above the lowest of the compared OMol25 structures with the same formula, charge and spin (kJ/mol) = 20.0
- E_LUMO (Ha) = 0.028
- HOMO (eV) = -8.4
- frontier orbital gap (eV) = 9.175
- M (g mol⁻¹) = 247.386

Computed, not measured: the molecule C15H25N3O4S, with ωB97M-V/def2-TZVPD.

Structure (XYZ):
```
48
Properties=species:S:1:pos:R:3
C -1.614 -2.213 2.096
C -0.945 -2.923 0.925
C 0.563 -3.089 1.135
C 1.333 -1.827 0.737
O 1.357 -1.637 -0.669
C 2.413 -2.298 -1.332
C 3.746 -1.525 -1.257
C 4.272 -1.103 -2.638
N 3.443 -0.185 -3.391
H 2.512 -0.573 -3.503
C 3.389 1.177 -2.900
C 2.536 1.436 -1.651
O 2.984 1.939 -0.646
N 1.233 1.071 -1.830
C 0.189 1.063 -0.913
C -1.015 0.472 -1.305
C -2.084 0.429 -0.433
C -1.951 0.979 0.826
C -0.772 1.573 1.228
C 0.305 1.619 0.361
H 1.236 2.069 0.661
H -0.705 1.977 2.225
S -3.331 0.940 1.943
O -4.261 -0.074 1.537
O -2.861 0.963 3.298
N -4.041 2.437 1.616
H -4.988 2.332 1.290
H -3.995 3.051 2.413
H -3.018 -0.038 -0.701
H -1.101 0.034 -2.289
H 1.008 0.632 -2.713
H 2.995 1.807 -3.707
H 4.408 1.503 -2.681
H 4.400 -1.996 -3.259
H 5.251 -0.634 -2.517
H 3.595 -0.635 -0.644
H 4.511 -2.134 -0.774
H 2.085 -2.393 -2.373
H 2.538 -3.313 -0.936
H 2.356 -1.863 1.129
H 0.837 -0.943 1.145
H 0.769 -3.314 2.183
H 0.930 -3.925 0.535
H -1.105 -2.357 0.005
H -1.404 -3.905 0.798
H -1.134 -1.261 2.307
H -1.557 -2.827 2.992
H -2.661 -2.014 1.882
```

- structure (SMILES) = CCCCOCCCNCC(=O)Nc1ccc(S(N)(=O)=O)cc1
- energy above the lowest of the compared OMol25 structures with the same formula, charge and spin (kJ/mol) = 60.6
- E_LUMO (Ha) = 0.021
- HOMO (eV) = -8.9
- frontier orbital gap (eV) = 9.441
- M (g mol⁻¹) = 343.449

Computed, not measured: a cluster of 5 separate species, C15H25N8O7P in total at a distorted geometry, with ωB97M-V/def2-TZVPD.

Structure (XYZ):
```
56
Properties=species:S:1:pos:R:3
C 4.669 1.444 -2.439
C 3.942 2.435 -1.565
C 4.596 3.555 -1.104
C 4.020 4.489 -0.307
C 2.713 4.324 0.099
C 2.046 3.235 -0.357
C 2.626 2.286 -1.191
C 1.756 1.139 -1.633
O 2.156 -0.004 -1.754
C 0.317 1.514 -1.861
P -0.713 0.799 -3.188
O -0.043 0.846 -4.511
C -0.223 2.424 -1.065
C 0.604 3.033 0.018
O 0.133 3.297 1.111
H 4.037 0.656 -2.826
H 5.167 1.998 -3.236
H 5.460 0.992 -1.832
H 5.625 3.722 -1.405
H 4.544 5.373 0.028
H 2.185 5.006 0.753
H -1.069 -0.484 -2.794
H -1.909 1.552 -3.290
H -1.246 2.768 -1.187
C -1.591 -0.010 2.891
O -2.485 -0.592 3.489
N -0.396 -0.610 2.602
N -1.707 1.278 2.462
H 0.351 -0.152 2.115
H -0.274 -1.558 2.903
H -2.572 1.746 2.659
H -0.989 1.776 1.959
C 4.298 -3.337 0.191
O 4.515 -4.091 1.122
N 3.167 -2.575 0.107
N 5.170 -3.188 -0.854
H 2.971 -1.948 -0.652
H 2.504 -2.659 0.853
H 6.011 -3.731 -0.828
H 5.008 -2.573 -1.629
C -3.770 -0.820 -1.631
O -2.923 -0.889 -2.520
N -3.942 -1.796 -0.712
N -4.590 0.263 -1.494
H -4.621 -1.758 0.034
H -3.352 -2.603 -0.784
H -4.487 1.007 -2.157
H -5.283 0.344 -0.774
C -5.451 -3.304 2.814
O -5.808 -2.872 1.725
N -4.603 -2.621 3.633
N -5.877 -4.511 3.289
H -4.300 -2.961 4.526
H -4.264 -1.729 3.316
H -6.501 -5.038 2.708
H -5.601 -4.888 4.175
```

- structure (SMILES) = Cc1cccc2c1C(=O)C([PH2]=O)=CC2=O.NC(N)=O.NC(N)=O.NC(N)=O.NC(N)=O
- E_LUMO (Ha) = -0.055
- HOMO (eV) = -9.7
- frontier orbital gap (eV) = 8.199
- M (g mol⁻¹) = 460.388

Computed, not measured: a cluster of 3 separate species, C15H25NO4 in total at a distorted geometry, with ωB97M-V/def2-TZVPD.

Structure (XYZ):
```
45
Properties=species:S:1:pos:R:3
C -1.626 3.854 0.660
C -1.132 2.518 0.723
C -0.681 0.909 0.665
N -1.693 0.216 -0.218
C -1.870 -1.248 0.114
C -0.531 -2.004 0.682
C 0.595 -2.551 -0.120
C -1.467 0.467 -1.691
O -0.292 0.557 -2.319
O -2.692 0.656 -2.533
H -2.277 4.796 0.324
H 0.402 0.910 0.171
H -0.673 0.554 1.785
H -2.759 -1.415 0.867
H -2.177 -1.789 -0.904
H -0.478 -2.172 1.862
H 1.478 -1.824 -0.404
H 0.609 -3.712 -0.396
H -2.427 0.733 -3.497
C 2.092 6.822 -0.937
C 1.566 8.159 -0.482
C 0.598 7.762 0.611
O 1.103 6.554 1.197
C 2.151 6.046 0.360
H 3.058 6.879 -1.444
H 1.373 6.353 -1.620
H 2.384 8.754 -0.059
H 1.095 8.741 -1.278
H -0.396 7.546 0.203
H 0.498 8.532 1.382
H 3.102 6.212 0.878
H 2.017 4.971 0.213
C 0.185 -7.534 1.350
C -0.209 -8.117 0.018
C -0.848 -6.931 -0.671
O -0.197 -5.757 -0.167
C 0.593 -6.127 0.972
H 0.981 -8.087 1.855
H -0.687 -7.504 2.014
H 0.689 -8.429 -0.530
H -0.878 -8.978 0.095
H -1.912 -6.855 -0.426
H -0.742 -6.972 -1.759
H 1.646 -6.086 0.674
H 0.431 -5.410 1.782
```

- structure (SMILES) = C#CCN(CC=C)C(=O)O.C1CCOC1.C1CCOC1
- energy above the lowest of the compared OMol25 structures with the same formula, charge and spin (kJ/mol) = 1166.7
- E_LUMO (Ha) = -0.030
- HOMO (eV) = -7.4
- frontier orbital gap (eV) = 6.618
- M (g mol⁻¹) = 283.368

Computed, not measured: a structure of composition C15H25NPdS7Sb, with ωB97M-V/def2-TZVPD.

Structure (XYZ):
```
50
Properties=species:S:1:pos:R:3
Pd -1.269 0.048 0.377
S -0.952 -4.354 1.797
Sb -2.422 -2.443 1.964
S 0.420 0.797 1.923
S -1.921 -2.115 -0.363
S -4.573 -3.402 1.675
C -3.179 0.811 -2.697
C -1.694 0.723 -3.008
S -0.518 1.046 -1.666
C -0.603 2.820 -1.283
C -1.566 3.340 -0.204
S -2.377 2.168 0.920
C -4.038 1.770 0.246
C -4.597 2.567 -0.917
S -3.703 2.535 -2.496
H -3.412 0.223 -1.811
H -3.732 0.376 -3.530
H -1.418 1.382 -3.834
H -1.440 -0.297 -3.304
H -0.788 3.336 -2.224
H 0.421 3.035 -0.982
H -2.346 3.951 -0.648
H -1.004 3.974 0.482
H -4.703 1.909 1.099
H -4.034 0.705 0.016
H -4.661 3.628 -0.672
H -5.619 2.220 -1.074
C 2.951 -3.955 1.003
N 1.900 -2.913 1.079
C 1.602 -2.348 -0.267
C 2.176 -1.845 2.126
C 2.815 -0.615 1.554
C 4.167 -0.645 1.220
C 4.788 0.439 0.622
C 4.052 1.589 0.374
C 2.720 1.650 0.745
C 2.074 0.560 1.336
H 2.641 -4.712 0.285
H 3.078 -4.410 1.982
H 3.883 -3.501 0.675
H 1.024 -3.380 1.386
H 2.528 -2.039 -0.745
H 0.948 -1.495 -0.115
H 1.088 -3.108 -0.849
H 2.802 -2.309 2.886
H 1.211 -1.597 2.565
H 4.753 -1.529 1.448
H 5.839 0.393 0.371
H 4.524 2.450 -0.079
H 2.164 2.568 0.611
```

- total charge = +1
- energy above the lowest of the compared OMol25 structures with the same formula, charge and spin (kJ/mol) = 0.0
- E_LUMO (alpha / beta) (Ha) = -0.087 / -0.193
- HOMO (alpha / beta) (eV) = -10.5 / -11.0
- spin multiplicity = 5
- frontier orbital gap (alpha / beta) (eV) = 8.148 / 5.779
- M (g mol⁻¹) = 672.021

Computed, not measured: a structure of composition C15H26AlBrClCsF4LiN4O11 at a distorted geometry, with ωB97M-V/def2-TZVPD.

Structure (XYZ):
```
65
Properties=species:S:1:pos:R:3
C 1.160 2.045 -2.656
O 0.156 1.118 -2.315
C 0.485 -0.173 -2.738
C 1.188 -0.939 -1.448
C 1.362 -0.214 -0.199
N 2.027 -1.189 0.605
C 2.366 -0.666 1.931
C 3.391 0.466 1.948
C 4.363 0.510 0.766
Br 2.418 2.309 2.112
C 2.226 -2.418 0.050
N 1.712 -2.293 -1.257
H 1.375 2.059 -3.730
H 2.096 1.893 -2.083
H 0.769 3.033 -2.406
H -0.505 -0.692 -3.049
H 1.130 -0.082 -3.619
H 1.110 0.787 0.074
H 1.426 -0.277 2.336
H 2.689 -1.487 2.569
H 3.995 0.323 2.843
H 4.405 -0.416 0.197
H 4.019 1.280 0.064
H 5.373 0.791 1.052
H 2.680 -3.270 0.524
H 1.695 -3.072 -1.968
C -2.207 -1.980 1.013
O -2.157 -2.518 -0.154
O -2.109 -0.629 0.908
O -2.302 -2.484 2.118
H -2.058 -0.659 -0.067
Li 1.838 3.311 4.281
O -2.941 -0.788 4.330
H -2.461 -1.122 3.549
C -2.182 -3.278 6.817
O -2.866 -3.522 5.821
O -1.961 -1.836 6.842
O -1.692 -3.955 7.680
H -2.482 -1.594 6.010
Al 1.453 3.625 0.284
Cl -1.600 0.006 7.803
F -1.806 1.135 -1.152
C 2.556 4.864 7.852
O 2.738 3.870 7.143
N 2.792 6.135 7.416
N 2.109 4.763 9.124
H 2.649 6.946 7.988
H 3.131 6.252 6.482
H 1.926 3.842 9.480
H 1.956 5.556 9.719
Cs -0.544 -2.317 -1.446
C -4.687 -1.039 -9.302
C -3.887 -2.279 -8.967
O -2.770 -1.959 -8.109
C -3.044 -1.857 -6.819
O -4.112 -2.000 -6.313
C -1.756 -1.566 -6.039
F -1.005 -0.626 -6.628
F -0.989 -2.669 -5.929
F -2.013 -1.141 -4.798
H -4.041 -0.273 -9.734
H -5.477 -1.276 -10.013
H -5.142 -0.612 -8.409
H -3.458 -2.703 -9.872
H -4.509 -3.047 -8.511
```

- total charge = +1
- E_LUMO (Ha) = -0.234
- HOMO (eV) = -8.5
- frontier orbital gap (eV) = 2.091
- M (g mol⁻¹) = 796.567